Record 1
A molecular structure, C42H39BrGeN2O5S3V at a distorted geometry, computed with wB97M-V/def2-TZVPD.

<S²>: 1.139
LUMO energy (spin up / spin down), hartree: -0.10167 / -0.09572
E, hartree: -8898.9209
ΔE to the lowest compared entry with this formula, charge and spin, kJ/mol: 0.0

ORCA input file:
```
! RIJCOSX wB97M-V def2-TZVPD def2/J DEFGRID3
* xyz 0 2
V -18.98152 5.64453 -0.74616
C -13.38955 5.46490 2.02682
C -13.94664 4.06392 2.45725
C -12.80927 3.07248 2.73077
C -14.75371 4.21024 3.73210
C -14.83436 3.52766 1.32835
C -14.59318 2.24140 0.79648
C -15.19598 1.74379 -0.36755
C -16.07674 2.58390 -1.08271
S -16.57962 2.50473 -2.75561
C -17.55884 3.92375 -2.44750
N -17.37120 4.48046 -1.24585
C -16.36836 3.85355 -0.50184
C -15.79983 4.29605 0.71614
C -18.53907 4.50786 -3.36560
C -18.76831 4.16019 -4.71555
C -19.67433 4.91788 -5.44347
C -20.45679 5.87495 -4.83716
C -20.22146 6.25364 -3.51851
C -19.25433 5.63783 -2.76427
H -12.68277 5.84476 2.79837
H -14.23474 6.13854 1.92769
H -12.78596 5.42751 1.13804
H -12.20627 3.31772 3.59250
H -12.11769 2.95971 1.86295
H -13.30904 2.07425 2.92525
H -14.15735 4.68440 4.47100
H -15.00405 3.25217 4.19504
H -15.70743 4.72648 3.61096
H -13.92673 1.62367 1.35900
H -14.92940 0.76332 -0.68284
H -16.04519 5.29717 1.09910
H -18.04989 3.47278 -5.15052
H -19.76525 4.69693 -6.52539
H -21.33551 6.38861 -5.30783
H -20.81642 7.01023 -2.98516
Br -20.49848 10.29344 3.61016
C -20.14025 11.82623 2.47402
C -20.39579 13.13000 2.94144
C -20.04870 14.24510 2.14171
C -19.70178 14.04180 0.80791
C -19.47368 12.71497 0.34214
C -19.36505 12.43767 -1.02697
C -19.33379 11.14717 -1.50377
C -19.15022 10.06480 -0.66128
C -19.18461 10.32766 0.69337
C -19.58543 11.60241 1.20815
H -20.71323 13.37172 3.99029
H -19.95898 15.27345 2.53114
H -19.46036 14.85979 0.12563
H -19.26759 13.29726 -1.69245
H -19.42383 10.95620 -2.55930
H -18.92323 9.04543 -0.94232
N -24.79606 3.80021 -0.38217
C -23.36192 3.83018 -0.16934
C -22.74958 5.25117 0.05288
C -21.21267 5.40709 -0.12582
O -20.84640 6.61199 -0.30656
O -20.41540 4.39148 -0.11942
H -25.10202 3.14637 -1.04535
H -25.32994 4.66139 -0.34432
H -22.92123 3.35032 -1.08948
H -23.03050 3.14681 0.66952
H -22.91784 5.54445 1.09695
H -23.25172 6.01581 -0.54840
Ge -18.96465 4.80108 3.33771
C -19.61228 2.85759 3.36104
C -19.47327 2.10844 4.54817
C -19.93259 0.80637 4.59290
C -20.87864 0.37439 3.67884
C -21.00601 1.06479 2.47985
C -20.33725 2.26520 2.28503
C -20.30483 5.66371 4.53586
C -21.67468 5.48996 4.27447
C -22.62050 6.21128 5.01672
C -22.18371 7.10872 5.98480
C -20.82509 7.25321 6.26909
C -19.90140 6.43676 5.60687
H -17.85084 4.72664 4.44759
H -18.84246 2.50324 5.34602
H -19.64674 0.17526 5.41501
H -21.45492 -0.52211 3.89955
H -21.55453 0.60305 1.65639
H -20.49184 2.87473 1.36279
H -21.99943 4.74509 3.56264
H -23.70535 6.14474 4.77308
H -22.93468 7.67862 6.55135
H -20.44904 7.99756 6.96504
H -18.84383 6.52020 5.83235
O -18.18107 7.36377 -0.35476
S -17.26805 8.16165 0.56709
O -16.34311 8.88233 -0.22593
O -16.71749 7.21241 1.55207
S -18.38311 9.40371 1.87134
*
```


Record 2
A molecular structure, C42H39BrN3O8V, computed with wB97M-V/def2-TZVPD.

<S²>: 3.787
LUMO energy (spin up / spin down), hartree: 0.07494 / 0.07009
E, hartree: -5908.2737
ΔE to the lowest compared entry with this formula, charge and spin, kJ/mol: 87.7

ORCA input file:
```
! RIJCOSX wB97M-V def2-TZVPD def2/J DEFGRID3
* xyz -1 4
V 1.36246 -0.06213 -0.02688
C -0.10910 -4.27011 0.95847
O 0.64986 -3.66489 2.02775
C 1.07569 -2.48526 1.54092
N 0.65343 -2.12200 0.37739
C -0.30119 -3.14396 -0.08067
C -0.13041 -3.64457 -1.49694
C 0.80274 -3.11200 -2.37226
C 0.89905 -3.59178 -3.67271
C 0.07278 -4.61786 -4.10117
C -0.85770 -5.16278 -3.22549
C -0.96083 -4.67522 -1.93284
C 1.94548 -1.64455 2.32279
C 2.49805 -1.93698 3.55552
C 3.32575 -1.00508 4.17218
C 3.58926 0.20644 3.52018
C 3.01483 0.44568 2.29646
N 2.18032 -0.45375 1.69771
C 3.15166 1.63113 1.47919
N 2.50571 1.73969 0.37486
C 2.79295 3.07634 -0.17118
C 4.00639 3.50103 0.66396
O 3.93919 2.65695 1.84328
C 2.94690 3.03391 -1.67370
C 4.14363 3.25964 -2.33665
C 4.21474 3.12699 -3.71937
C 3.09449 2.76369 -4.44291
C 1.88929 2.55436 -3.78651
C 1.81603 2.69944 -2.41517
H -1.03614 -4.64828 1.38424
H 0.48070 -5.09285 0.55093
H -1.30224 -2.70206 0.00650
H 1.44661 -2.30795 -2.05362
H 1.62175 -3.14014 -4.34137
H 0.14886 -4.99146 -5.11462
H -1.50926 -5.96408 -3.55210
H -1.70454 -5.09594 -1.26305
H 2.28433 -2.88968 4.02026
H 3.77362 -1.21986 5.13129
H 4.24441 0.94640 3.95815
H 1.93294 3.71419 0.07090
H 3.98144 4.53687 0.99193
H 4.95581 3.28014 0.17675
H 5.04442 3.51760 -1.79509
H 5.16218 3.27115 -4.22231
H 3.16562 2.59965 -5.50911
H 1.01938 2.23125 -4.34167
H 0.87820 2.50838 -1.90342
O 5.97049 -0.98754 -4.54423
C 5.27844 -1.00792 -3.55288
C 5.75490 -1.34525 -2.14456
O 6.86759 -1.71259 -1.84353
C 4.57689 -1.14720 -1.22792
C 3.49661 -0.73431 -2.05935
O 2.31877 -0.41838 -1.57651
C 3.80734 -0.67614 -3.45751
O 3.05333 -0.45580 -4.40373
O 4.56344 -1.27378 0.00170
C -6.66219 1.10770 1.49195
C -5.94840 0.66434 0.21476
C -6.39426 -0.76822 -0.10971
C -6.38368 1.59752 -0.92287
C -4.42811 0.70194 0.35909
C -3.62360 0.36033 -0.72617
C -2.25295 0.37971 -0.60214
Br -1.16972 -0.08713 -2.08837
C -1.58416 0.73443 0.58995
O -0.28263 0.74655 0.64582
C -2.39502 1.07519 1.69482
C -3.78086 1.04956 1.53568
C -1.85055 1.47974 3.07257
C -2.42452 0.53656 4.14408
C -2.28768 2.92270 3.37846
C -0.32526 1.42782 3.20714
H -7.74272 1.07232 1.33851
H -6.39581 2.13011 1.76678
H -6.42397 0.45429 2.33340
H -7.47935 -0.81336 -0.23574
H -6.11130 -1.45053 0.69381
H -5.93273 -1.12736 -1.02998
H -7.47223 1.59443 -1.02335
H -5.95953 1.28761 -1.87818
H -6.05755 2.62064 -0.72919
H -4.05719 0.07603 -1.67635
H -4.38267 1.31935 2.39134
H -3.51155 0.59065 4.20738
H -2.01961 0.79844 5.12492
H -2.14980 -0.49787 3.92903
H -3.37237 3.03273 3.36593
H -1.87153 3.61118 2.64084
H -1.92799 3.22218 4.36635
H 0.06713 0.42538 3.03856
H -0.06387 1.73248 4.22438
H 0.17085 2.09581 2.50424
*
```


Record 3
A molecular structure, C42H39Cl2CoNO6P2S2 at a distorted geometry, computed with wB97M-V/def2-TZVPD.

<S²>: 0.939
LUMO energy (spin up / spin down), hartree: -0.05766 / -0.03883
E, hartree: -5912.2938
ΔE to the lowest compared entry with this formula, charge and spin, kJ/mol: 133.5

ORCA input file:
```
! RIJCOSX wB97M-V def2-TZVPD def2/J DEFGRID3
* xyz 0 2
Co 0.00031 -0.32050 0.04961
Cl -5.20827 0.80502 5.17082
C -4.05012 0.83249 3.89084
C -3.59584 2.07060 3.41003
C -2.69325 2.11120 2.38461
Cl -2.12054 3.63129 1.79406
C -2.20158 0.93208 1.73612
O -1.44225 1.01859 0.72495
C -2.62804 -0.31108 2.31919
C -2.02437 -1.52416 1.89811
O -1.18105 -1.69500 1.00165
C -3.56351 -0.33518 3.37433
H -3.95352 2.98241 3.85888
H -2.32490 -2.40961 2.47871
H -3.88007 -1.28947 3.76808
C 1.75660 -1.09430 -2.73502
P 1.54549 -1.66384 -0.98263
C 1.00957 -3.39312 -1.21504
C -0.33312 -3.54868 -1.55572
C -0.86382 -4.80195 -1.79079
C -0.04841 -5.92036 -1.71133
C 1.28246 -5.77248 -1.35775
C 1.81254 -4.51981 -1.09311
C 3.19147 -1.68517 -0.21560
C 4.13468 -0.72489 -0.57155
C 5.31790 -0.60688 0.13441
C 5.56032 -1.42172 1.22790
C 4.61935 -2.36695 1.60546
C 3.43858 -2.49306 0.89456
P 2.86939 -1.75617 -4.10799
C 1.73451 -2.70885 -5.19104
C 2.31816 -3.05464 -6.41028
C 1.61336 -3.76703 -7.35998
C 0.30095 -4.13573 -7.10745
C -0.28763 -3.79354 -5.90198
C 0.42135 -3.08511 -4.94438
C 3.78095 -3.16448 -3.37174
C 4.93731 -2.84238 -2.66662
C 5.71351 -3.83346 -2.09941
C 5.37193 -5.16299 -2.28371
C 4.25594 -5.49231 -3.03473
C 3.45467 -4.50079 -3.57326
H 2.03848 -0.03723 -2.64956
H 0.74086 -1.09765 -3.14097
H -0.96266 -2.67038 -1.60640
H -1.91544 -4.91109 -2.01199
H -0.45047 -6.90402 -1.91278
H 1.91519 -6.64333 -1.27152
H 2.84293 -4.41971 -0.78847
H 3.93414 -0.05388 -1.39534
H 6.04706 0.13009 -0.17093
H 6.45986 -1.30503 1.81148
H 4.79820 -2.97937 2.47680
H 2.68855 -3.20134 1.21911
H 3.34406 -2.76277 -6.59525
H 2.08519 -4.03315 -8.29495
H -0.26018 -4.68544 -7.84918
H -1.30747 -4.08791 -5.69885
H -0.05236 -2.85910 -3.99994
H 5.22850 -1.80665 -2.57048
H 6.59325 -3.57265 -1.53081
H 5.98550 -5.94170 -1.85640
H 4.00557 -6.53030 -3.20077
H 2.58107 -4.77299 -4.14837
O -0.98733 -0.14301 -1.88363
S -2.48199 -0.22866 -1.85808
C -3.08823 1.49271 -2.04758
C -4.14656 1.44086 -3.12736
C -3.56931 0.58787 -4.25430
C -2.95991 -0.65145 -3.61269
H -2.22496 2.09046 -2.32948
H -3.46588 1.83221 -1.08791
H -4.40266 2.44119 -3.47401
H -5.05168 0.97699 -2.73265
H -2.80092 1.15229 -4.78417
H -4.34204 0.31128 -4.97111
H -2.07684 -1.01603 -4.13376
H -3.67692 -1.46681 -3.53036
N 1.27557 1.02260 1.42417
C 2.18942 0.45680 2.36818
C 1.85043 -0.72769 3.01233
C 2.70606 -1.27830 3.95025
C 3.88491 -0.62945 4.23022
C 4.24800 0.53889 3.60832
C 3.39745 1.08132 2.65642
S 4.94080 -1.25076 5.59018
O 4.51486 -2.62406 5.76395
O 6.29162 -1.07393 5.09495
O 4.51657 -0.31651 6.62073
H 0.47672 1.40671 1.93146
H 1.72009 1.80510 0.94601
H 0.92286 -1.21638 2.75395
H 2.49581 -2.20324 4.46036
H 5.18681 0.99979 3.86904
H 3.65210 1.99994 2.14701
*
```